An isolated molecule of C5H8N2 in a non-equilibrium geometry, computed with ωB97M-V/def2-TZVPD.

Molar mass in g/mol: 96.133
HOMO level in eV: -9.8
Lowest unoccupied orbital energy in eV: 1.0
SMILES: C[C@H]1CN[C@H]1C#N
Energy above the lowest of the compared OMol25 structures with the same formula, charge and spin in kcal/mol: 73.9
Gap between HOMO and LUMO in eV: 10.81
Max |F| in hartree/bohr: 0.0777

Last columns: bonded neighbours and bond lengths (Å).
Positions of all 15 atoms, in Å:
1 C 1.72 -0.38 -0.65  C2 1.547, H8 1.109, H9 1.096, H10 1.096
2 C 0.65 0.27 0.25  C1 1.547, C3 1.533, C5 1.543, H11 1.231
3 C -0.45 1.19 -0.31  C2 1.533, N4 1.492, H12 1.098, H13 1.094
4 N -1.13 0.80 0.96  C3 1.492, C5 1.484, H14 1.003
5 C -0.52 -0.54 0.84  C2 1.543, N4 1.484, C6 1.474, H15 1.095
6 C -1.26 -1.41 -0.10  C5 1.474, N7 1.157
7 N -1.82 -2.11 -0.83  C6 1.157
8 H 1.25 -0.93 -1.50  C1 1.109
9 H 2.39 0.36 -1.11  C1 1.096
10 H 2.35 -1.10 -0.13  C1 1.096
11 H 0.46 0.93 1.28  C2 1.231
12 H -0.99 0.80 -1.18  C3 1.098
13 H -0.20 2.25 -0.43  C3 1.094
14 H -2.10 0.96 1.16  N4 1.003
15 H -0.33 -1.09 1.76  C5 1.095